133
Properties=species:S:1:pos:R:3:forces:R:3:mulliken_charge:R:1 method="wB97M-V/def2-TZVPD" homo_lumo_gap_ev=5.130 total_charge=+1 lumo_ev=-5.2490
C -4.223876 3.079684 0.884849 -0.4425 -0.3722 -0.5236 -0.92
C -2.929328 3.507139 -0.026625 -0.1074 -1.2119 0.9375 -0.16
Cl -3.451839 4.954018 -1.078066 0.8500 -1.4034 0.9703 -0.14
C -1.586044 3.916713 0.881722 -0.5707 -0.3749 -1.5143 0.00
Cl -2.123464 4.966874 2.317701 0.9143 -1.3276 -1.2350 -0.11
C -0.877991 2.495654 1.293709 1.4479 -6.0892 1.6869 -0.04
N -1.633673 1.194354 1.449097 4.1701 0.8631 0.1314 -0.11
C -0.707006 0.049032 1.792563 0.4457 7.2696 -1.1390 0.03
N -1.103470 -1.252312 1.978521 1.4687 0.7043 0.1088 0.07
B -2.519902 -1.791141 1.896892 -3.0733 -1.6343 -0.2983 0.22
N -2.696787 -3.323168 2.011435 1.5511 3.0255 -1.8092 -0.52
O -3.758149 -1.001755 1.746824 3.2630 -0.7658 -1.7478 -0.48
N 0.646186 0.724846 1.850279 -1.3698 -2.5400 0.4217 0.52
C 1.981202 0.019701 2.157167 0.4470 -0.1363 1.0613 -0.88
C 2.828932 -0.393584 0.816161 0.0110 -0.3997 -0.8938 -0.08
O 1.997379 -0.376190 -0.427581 0.0530 -0.5102 3.6696 -0.52
C 3.511567 -1.905105 0.888057 1.5387 -1.1759 -0.6480 0.82
F 4.116371 -2.229386 2.200709 -2.3270 0.9511 -4.3340 -0.29
F 2.543064 -2.983609 0.520736 3.2879 3.5402 1.4838 -0.22
F 4.637215 -1.897147 -0.119528 -3.9138 -0.4014 3.4563 -0.27
N 0.556240 2.110025 1.581538 -5.9151 0.5891 -1.1799 0.60
N 1.603823 3.038205 1.566967 1.4946 1.0425 6.3076 -1.06
C 1.833217 3.408364 2.896799 -0.2488 0.0411 0.8853 0.39
S 2.071411 3.843300 4.558885 -0.8562 -1.7122 -6.9354 0.03
H -4.742103 4.035271 1.326451 1.0086 -1.9185 -1.0384 0.29
H -4.961920 2.490527 0.154886 1.4839 1.5445 1.5933 0.26
H -3.989504 2.345072 1.765483 -0.0482 1.4674 -1.7599 0.25
H -2.615946 2.613269 -0.744098 -0.6237 2.1002 1.4896 0.31
H -0.942220 4.605222 0.180012 -0.7997 -1.6756 1.6835 0.48
H -0.335063 -1.952145 2.192472 -1.3049 1.2880 -0.3996 0.25
H -3.340970 -3.657067 1.240112 0.9074 0.3744 1.5180 0.26
H -1.752448 -3.773139 1.918441 -1.5119 0.0862 0.0863 0.20
H -3.775233 -0.505137 0.861449 0.1329 -0.7318 2.0867 0.36
H 1.704273 -0.909172 2.853885 0.5948 2.0136 -1.6717 0.37
H 2.686811 0.722752 2.811279 -1.8156 -1.4546 -1.3985 0.29
H 3.724304 0.356708 0.695539 -1.8627 -1.6103 -0.0212 0.40
H 1.178602 -0.909113 -0.163144 1.4951 0.9038 -0.8598 0.28
C -3.824915 1.732903 -3.342782 -0.0257 -0.2051 -0.0395 -0.06
C -4.052777 1.970608 -4.697899 -0.0060 -0.1155 0.0384 -0.48
C -4.521705 0.944392 -5.517532 -0.0063 -0.0217 0.2437 -0.59
C -4.772403 -0.318148 -4.979332 0.0652 0.1205 0.1020 -0.40
C -4.548089 -0.554765 -3.623389 0.0421 0.0849 -0.0424 -0.54
C -4.070304 0.468965 -2.805684 -0.0250 0.1015 -0.3367 0.12
H -3.456208 2.532003 -2.705023 -0.0952 -0.0454 -0.1750 -0.05
H -3.863941 2.956312 -5.115767 -0.0273 -0.1538 0.0741 0.39
H -4.692761 1.128095 -6.574748 0.0017 -0.0322 0.1651 0.47
H -5.142501 -1.116668 -5.616909 0.0744 0.1235 0.0980 0.40
H -4.745063 -1.538279 -3.203803 0.0152 0.1421 -0.0821 0.38
H -3.890427 0.282745 -1.750528 -0.0300 0.0118 -0.0441 0.33
C 8.030501 -3.309742 5.761553 -0.0511 0.0828 -0.1156 -0.27
C 9.146767 -2.597074 5.324723 -0.1428 0.0251 -0.0942 -0.57
C 9.060244 -1.790858 4.190112 -0.1525 -0.0659 0.0379 -0.32
C 7.853436 -1.689543 3.497389 0.0230 -0.1074 0.1840 -0.50
C 6.736156 -2.399318 3.936465 0.0997 0.0113 0.0774 0.01
C 6.825240 -3.212823 5.065721 0.1891 0.1138 -0.0319 -0.62
H 8.099248 -3.940635 6.643875 0.0017 0.0805 -0.1404 0.39
H 10.085229 -2.670700 5.868557 -0.1450 0.0045 -0.0847 0.42
H 9.932009 -1.240948 3.846114 -0.1237 -0.0782 0.0540 0.37
H 7.784489 -1.057473 2.616000 0.0291 -0.0956 0.0984 0.36
H 5.795329 -2.318970 3.397448 0.3811 -0.0623 0.2030 0.41
H 5.956110 -3.769935 5.404284 0.1112 0.0598 -0.0304 0.39
C 0.779994 -2.646489 -3.143649 0.1913 -0.2129 -0.0603 -0.74
C 2.033374 -2.593878 -2.534520 -0.0097 -0.1269 -0.0838 -0.11
C 3.036536 -3.481020 -2.923693 -0.1799 -0.0740 -0.1452 -0.58
C 2.789035 -4.415189 -3.929966 -0.0991 0.1380 0.0875 -0.40
C 1.536768 -4.465256 -4.541692 -0.0068 0.1166 0.1160 -0.55
C 0.530699 -3.584235 -4.146003 0.1324 0.0083 0.0803 -0.28
H -0.002633 -1.957191 -2.837698 0.0447 -0.0307 -0.0822 0.44
H 2.228289 -1.861366 -1.755213 0.0378 -0.3650 -0.5346 0.56
H 4.010932 -3.444217 -2.444203 -0.1274 0.0061 -0.0700 0.40
H 3.572209 -5.103379 -4.236797 -0.1241 0.1048 0.0408 0.38
H 1.344574 -5.192240 -5.326999 0.0298 0.1171 0.1296 0.37
H -0.446470 -3.627194 -4.618953 0.1190 0.0015 0.0484 0.50
C -5.330193 8.700613 3.358941 0.0165 -0.0230 -0.1511 -0.52
C -5.782239 9.844522 2.701756 0.0612 -0.1234 -0.0818 -0.39
C -5.793143 9.890615 1.307996 0.0565 -0.1810 0.0696 -0.49
C -5.360806 8.787893 0.570701 -0.0075 0.0054 0.1710 -0.29
C -4.912293 7.642583 1.227959 -0.0410 0.1090 0.1108 0.22
C -4.892661 7.599979 2.621783 -0.0857 0.2307 -0.1150 -0.29
H -5.318635 8.666334 4.445189 -0.0102 0.0121 -0.1571 0.36
H -6.125572 10.701182 3.276335 0.0635 -0.1389 -0.0911 0.36
H -6.139112 10.784560 0.796253 0.0450 -0.1345 0.0637 0.39
H -5.373834 8.821809 -0.515482 0.0052 0.0219 0.1333 0.41
H -4.576940 6.782720 0.653222 -0.0508 0.1627 0.1012 0.01
H -4.537996 6.709605 3.133479 -0.0667 0.0841 -0.0303 0.30
C -5.724169 8.920761 -3.598964 -0.0062 0.2058 -0.0627 -0.35
C -4.703450 9.358766 -4.442203 -0.1188 0.0938 0.0335 -0.39
C -4.755026 10.638193 -4.994668 -0.1433 -0.0401 0.1271 -0.37
C -5.823519 11.484016 -4.695634 0.0290 -0.1848 0.0668 -0.38
C -6.842337 11.047294 -3.849366 0.1168 -0.0857 -0.0328 -0.39
C -6.795422 9.764459 -3.304318 0.1538 0.0480 -0.0855 -0.39
H -5.685347 7.922337 -3.171312 -0.0197 0.1109 -0.0638 0.46
H -3.867425 8.702105 -4.669675 -0.1262 0.0977 0.0181 0.34
H -3.962943 10.976746 -5.657013 -0.1106 -0.0453 0.1012 0.35
H -5.861411 12.482885 -5.122175 0.0016 -0.1538 0.0626 0.36
H -7.674115 11.707167 -3.615139 0.1297 -0.1135 -0.0464 0.36
H -7.592098 9.422587 -2.649474 0.0963 0.0453 -0.0799 0.40
C 8.822618 -6.808752 4.287520 0.1624 -0.0991 0.0091 -0.24
C 8.709933 -8.195765 4.196628 0.1522 0.0718 0.0025 -0.43
C 9.855198 -8.991423 4.206755 0.0380 0.1885 0.0253 -0.39
C 11.113904 -8.399953 4.317848 -0.1669 0.0855 -0.0059 -0.34
C 11.226313 -7.013127 4.412527 -0.1482 -0.0776 -0.0198 -0.52
C 10.081508 -6.216896 4.393028 -0.0133 -0.1899 -0.0022 -0.16
H 7.930015 -6.188773 4.276156 0.1270 -0.0517 0.0010 0.37
H 7.728702 -8.656994 4.116994 0.1496 0.0637 0.0026 0.35
H 9.767431 -10.071695 4.129155 0.0140 0.1522 0.0218 0.35
H 12.006257 -9.020158 4.330691 -0.1326 0.0923 -0.0038 0.36
H 12.207211 -6.552468 4.500737 -0.1525 -0.0741 -0.0224 0.36
H 10.169782 -5.136183 4.461252 -0.0361 -0.1434 -0.0151 0.31
C -1.450487 -1.555254 -6.955392 0.0013 -0.0346 -0.2092 -0.33
C -1.902533 -0.411344 -7.612577 0.0648 -0.0959 -0.0941 -0.33
C -1.913437 -0.365251 -9.006336 0.0585 -0.1875 0.0835 -0.51
C -1.481099 -1.467973 -9.743632 -0.0071 0.0064 0.1858 -0.36
C -1.032587 -2.613283 -9.086373 -0.0396 0.1161 0.0713 -0.50
C -1.012955 -2.655886 -7.692550 -0.1004 0.1982 -0.0686 -0.17
H -1.438930 -1.589531 -5.869144 -0.0022 0.0301 -0.1236 0.35
H -2.245866 0.445316 -7.037997 0.0892 -0.1483 -0.0808 0.49
H -2.259406 0.528694 -9.518080 0.0452 -0.1248 0.0648 0.36
H -1.494129 -1.434056 -10.829814 0.0068 -0.0088 0.1653 0.36
H -0.697235 -3.473146 -9.661111 -0.0494 0.1441 0.0925 0.36
H -0.658290 -3.546260 -7.180854 -0.0315 0.1048 -0.0762 0.29
C -1.940246 -5.537057 4.547771 0.1070 -0.0847 0.0900 -0.05
C -2.238992 -5.709691 5.898961 0.1078 -0.1231 -0.0382 -0.63
C -1.744014 -6.816809 6.587508 0.0517 0.0345 -0.1820 -0.32
C -0.941294 -7.747014 5.926545 -0.0741 0.1621 -0.0949 -0.44
C -0.639477 -7.572330 4.576257 -0.0475 0.0626 0.0437 -0.43
C -1.142155 -6.470078 3.885388 -0.0464 0.0275 0.2852 -0.37
H -2.329006 -4.675900 4.010633 -0.0211 -0.1865 0.1393 0.52
H -2.858823 -4.981175 6.415642 0.0754 -0.1255 -0.0826 0.35
H -1.982508 -6.954578 7.638629 0.0384 0.0201 -0.1550 0.36
H -0.551426 -8.607273 6.464198 -0.0651 0.1295 -0.0931 0.36
H -0.012558 -8.296478 4.061736 -0.1131 0.1069 0.0851 0.36
H -0.911360 -6.337238 2.832072 -0.0158 -0.0650 0.0812 0.31